Entry 1:
C37H35CrN3O3S as an isolated structure at a distorted geometry. Source: the Open Molecules 2025 dataset; level of theory: ωB97M-V/def2-TZVPD.

Energy relative to the best compared isomer or geometry (same formula, charge and spin) ... 39.5 kcal per mole
Max |F| ... 2.6 eV/A
Orbital gap (alpha / beta) ... 7.928 / 8.035 eV
Spin multiplicity ... 5
LUMO (alpha / beta) ... 0.11 / -0.05 eV
E ... -88807.6753 eV

Geometry (Å):
Cr (-8.526, -13.913, -3.308)
C (-6.687, -15.429, -2.114)
C (-6.697, -16.664, -3.005)
C (-5.827, -17.687, -2.630)
C (-5.656, -18.767, -3.489)
C (-6.282, -18.749, -4.717)
C (-7.098, -17.700, -5.163)
C (-7.429, -17.761, -6.616)
C (-7.383, -16.649, -4.256)
N (-8.274, -15.565, -4.501)
C (-9.319, -15.787, -5.305)
O (-9.825, -16.773, -5.754)
C (-9.989, -14.472, -5.647)
C (-10.777, -14.203, -6.774)
C (-11.208, -12.950, -7.037)
C (-10.908, -11.918, -6.126)
C (-10.151, -12.279, -5.024)
N (-9.685, -13.472, -4.828)
C (-9.841, -11.315, -3.878)
O (-10.406, -10.212, -3.910)
N (-9.088, -11.856, -2.922)
C (-8.914, -10.969, -1.813)
C (-9.948, -10.665, -0.910)
C (-11.319, -11.254, -1.175)
C (-9.654, -9.884, 0.195)
C (-8.401, -9.368, 0.446)
C (-7.351, -9.690, -0.439)
C (-7.614, -10.396, -1.639)
C (-6.454, -10.769, -2.547)
H (-6.088, -15.487, -1.184)
H (-7.758, -15.300, -1.698)
H (-6.255, -14.529, -2.629)
H (-5.354, -17.568, -1.686)
H (-4.954, -19.580, -3.235)
H (-6.036, -19.560, -5.378)
H (-6.695, -18.424, -7.036)
H (-7.307, -16.788, -7.110)
H (-8.474, -18.039, -6.845)
H (-10.902, -15.055, -7.396)
H (-11.653, -12.643, -7.980)
H (-11.279, -10.886, -6.186)
H (-11.251, -12.274, -1.521)
H (-11.892, -10.651, -1.917)
H (-11.874, -11.278, -0.247)
H (-10.476, -9.678, 0.906)
H (-8.233, -8.834, 1.432)
H (-6.323, -9.409, -0.279)
H (-5.552, -10.313, -2.223)
H (-6.629, -10.496, -3.543)
H (-6.231, -11.853, -2.512)
O (-9.801, -15.008, -1.574)
S (-11.259, -15.150, -1.302)
C (-12.184, -14.939, -2.885)
C (-13.629, -14.608, -2.691)
C (-14.064, -13.928, -1.546)
C (-15.397, -13.754, -1.298)
C (-16.359, -14.368, -2.100)
C (-15.956, -15.038, -3.252)
C (-14.577, -15.139, -3.515)
C (-11.639, -16.947, -1.051)
C (-11.170, -17.790, -2.157)
C (-9.835, -18.202, -2.239)
C (-9.403, -19.098, -3.184)
C (-10.327, -19.656, -4.036)
C (-11.633, -19.174, -4.073)
C (-12.069, -18.282, -3.121)
H (-12.072, -15.809, -3.556)
H (-11.715, -14.070, -3.311)
H (-13.276, -13.483, -0.899)
H (-15.732, -13.186, -0.468)
H (-17.399, -14.212, -1.846)
H (-16.631, -15.576, -3.889)
H (-14.288, -15.708, -4.419)
H (-12.757, -16.974, -0.937)
H (-11.194, -17.124, -0.088)
H (-9.082, -17.760, -1.513)
H (-8.401, -19.491, -3.171)
H (-9.992, -20.381, -4.776)
H (-12.316, -19.547, -4.772)
H (-13.121, -18.013, -3.004)

Here are the Mulliken charges for atoms 1 to 8, given in e: atom 1 (Cr): 0.6620, atom 2 (C): -1.3301, atom 3 (C): 1.1079, atom 4 (C): -0.5339, atom 5 (C): -1.0066, atom 6 (C): -0.9700, atom 7 (C): 1.3515, atom 8 (C): -1.6136



Entry 2:
C37H35F6N8PSTi as an isolated structure. Source: the Open Molecules 2025 dataset; level of theory: ωB97M-V/def2-TZVPD.

Energy relative to the best compared isomer or geometry (same formula, charge and spin) ... 0.0 kcal per mole
Max |F| ... 0.7 eV/A
Orbital gap (alpha / beta) ... 4.822 / 4.634 eV
LUMO (alpha / beta) ... -0.08 / -0.22 eV
E ... -110400.2990 eV

Geometry (Å):
Ti (-0.451, -1.506, -1.032)
S (4.221, -7.286, -2.033)
N (3.255, -6.924, -0.791)
C (2.573, -5.851, -1.142)
C (1.564, -5.195, -0.319)
C (1.202, -5.623, 0.924)
C (0.175, -4.907, 1.594)
C (-0.399, -3.827, 1.008)
N (-0.056, -3.355, -0.233)
C (0.920, -4.069, -0.905)
C (1.295, -3.566, -2.157)
N (0.709, -2.390, -2.546)
C (0.999, -1.900, -3.773)
C (1.865, -2.501, -4.642)
C (2.533, -3.675, -4.232)
C (2.255, -4.196, -2.999)
C (2.897, -5.379, -2.448)
N (3.814, -6.106, -3.058)
H (1.680, -6.482, 1.373)
H (-0.157, -5.211, 2.577)
H (-1.177, -3.257, 1.498)
H (0.516, -0.961, -4.013)
H (2.062, -2.049, -5.603)
H (3.263, -4.158, -4.868)
C (-2.805, -1.458, -3.276)
N (-2.267, -2.509, -2.403)
C (-1.889, -3.673, -3.209)
C (-3.296, -2.934, -1.435)
C (-3.465, -1.933, -0.331)
C (-4.709, -1.739, 0.264)
C (-4.842, -0.863, 1.331)
C (-3.724, -0.180, 1.791)
C (-2.495, -0.377, 1.171)
C (-2.320, -1.251, 0.094)
H (-3.687, -1.817, -3.827)
H (-2.043, -1.156, -3.993)
H (-3.080, -0.592, -2.679)
H (-2.775, -4.116, -3.683)
H (-1.414, -4.419, -2.572)
H (-1.189, -3.380, -3.987)
H (-2.959, -3.884, -1.011)
H (-4.243, -3.131, -1.959)
H (-5.578, -2.274, -0.109)
H (-5.809, -0.712, 1.795)
H (-3.812, 0.504, 2.630)
H (-1.636, 0.167, 1.550)
F (1.401, 7.936, -1.129)
C (0.973, 7.135, -0.144)
F (1.972, 7.086, 0.772)
F (-0.059, 7.758, 0.455)
C (0.603, 5.764, -0.616)
C (-0.733, 5.405, -0.788)
C (-1.054, 4.120, -1.194)
C (-0.051, 3.164, -1.433)
C (1.291, 3.562, -1.308)
C (1.610, 4.846, -0.905)
C (-0.389, 1.802, -1.649)
C (-0.544, 0.587, -1.607)
H (-1.519, 6.125, -0.598)
H (-2.088, 3.822, -1.303)
H (2.070, 2.832, -1.488)
H (2.649, 5.132, -0.791)
C (-0.156, 4.170, 3.516)
N (0.440, 3.739, 2.179)
C (1.965, 3.795, 2.292)
N (2.430, 3.022, 3.387)
C (1.801, 3.463, 4.628)
N (0.343, 3.370, 4.591)
C (-0.117, 1.959, 4.515)
P (0.467, 1.059, 2.997)
C (-0.039, 2.366, 1.802)
C (2.243, 1.584, 3.155)
H (-1.238, 4.083, 3.420)
H (0.126, 5.214, 3.652)
H (0.159, 4.387, 1.435)
H (2.214, 4.850, 2.413)
H (2.353, 3.426, 1.346)
H (2.078, 4.503, 4.810)
H (2.171, 2.851, 5.449)
H (-1.210, 1.955, 4.540)
H (0.221, 1.437, 5.410)
H (-1.126, 2.406, 1.713)
H (0.363, 2.120, 0.822)
H (2.762, 1.290, 2.244)
H (2.699, 1.033, 3.980)
F (1.720, 0.490, 0.346)
C (1.455, -0.872, 0.074)
F (2.576, -1.238, -0.635)
F (1.649, -1.439, 1.315)

Here are the Mulliken charges for atoms 1 to 8, given in e: atom 1 (Ti): -0.1882, atom 2 (S): 0.0854, atom 3 (N): -0.7064, atom 4 (C): 0.7746, atom 5 (C): -0.0617, atom 6 (C): -0.6984, atom 7 (C): -0.9819, atom 8 (C): -0.6092



Entry 3:
C37H36As2F5N2S2W as an isolated structure at a distorted geometry. Source: the Open Molecules 2025 dataset; level of theory: ωB97M-V/def2-TZVPD.

Max |F| ... 2.7 eV/A
Orbital gap (alpha / beta) ... 6.063 / 6.429 eV
Total charge ... +3
Spin multiplicity ... 3
LUMO (alpha / beta) ... -10.39 / -10.13 eV
E ... -200665.8621 eV

Geometry (Å):
W (1.203, 0.503, 0.007)
C (-0.736, -1.187, -2.479)
C (-1.257, 0.229, -2.207)
As (-1.274, 0.518, -0.230)
C (-2.597, -0.863, 0.158)
C (-3.873, -0.651, -0.363)
C (-4.839, -1.634, -0.220)
C (-4.526, -2.824, 0.429)
C (-3.248, -3.042, 0.921)
C (-2.275, -2.060, 0.786)
C (-2.130, 2.187, 0.303)
C (-1.454, 3.374, 0.023)
C (-1.948, 4.585, 0.476)
C (-3.116, 4.615, 1.226)
C (-3.775, 3.433, 1.532)
C (-3.280, 2.215, 1.090)
As (0.778, -1.740, -1.298)
C (2.195, -0.504, -1.871)
C (2.242, 0.082, -3.146)
C (3.288, 0.913, -3.498)
C (4.287, 1.218, -2.568)
C (4.286, 0.623, -1.319)
C (3.260, -0.260, -0.954)
C (1.372, -3.399, -2.187)
C (2.563, -3.466, -2.895)
C (2.894, -4.656, -3.528)
C (2.053, -5.756, -3.438)
C (0.876, -5.683, -2.704)
C (0.534, -4.504, -2.063)
H (-1.527, -1.914, -2.283)
H (-0.463, -1.314, -3.527)
H (-2.266, 0.341, -2.602)
H (-0.633, 0.985, -2.682)
H (-4.103, 0.270, -0.884)
H (-5.830, -1.476, -0.621)
H (-5.285, -3.587, 0.543)
H (-3.010, -3.981, 1.403)
H (-1.267, -2.222, 1.155)
H (-0.550, 3.358, -0.569)
H (-1.425, 5.504, 0.247)
H (-3.511, 5.561, 1.571)
H (-4.682, 3.456, 2.121)
H (-3.783, 1.297, 1.359)
H (1.463, -0.135, -3.867)
H (3.332, 1.328, -4.497)
H (5.095, 1.884, -2.844)
H (5.112, 0.792, -0.639)
H (3.432, -0.924, -0.106)
H (3.231, -2.618, -2.970)
H (3.815, -4.721, -4.090)
H (2.319, -6.676, -3.940)
H (0.231, -6.547, -2.625)
H (-0.378, -4.436, -1.480)
F (2.293, 6.440, -3.338)
C (2.295, 5.548, -2.383)
C (1.731, 4.295, -2.608)
F (1.186, 3.962, -3.766)
C (1.754, 3.394, -1.570)
F (1.183, 2.153, -1.747)
C (2.288, 3.646, -0.322)
S (2.199, 2.424, 0.928)
C (2.865, 4.898, -0.123)
F (3.410, 5.190, 1.039)
C (2.861, 5.842, -1.143)
F (3.394, 7.024, -0.941)
C (-1.552, -2.503, 4.055)
N (-0.276, -2.144, 3.428)
C (0.468, -3.270, 2.855)
C (0.102, -0.886, 3.270)
S (1.456, -0.580, 2.143)
N (-0.386, 0.092, 4.023)
C (-0.790, -0.126, 5.421)
C (-0.258, 1.507, 3.689)
H (-2.013, -3.286, 3.455)
H (-2.218, -1.645, 4.084)
H (-1.415, -2.895, 5.063)
H (0.171, -4.177, 3.375)
H (1.540, -3.151, 2.979)
H (0.249, -3.383, 1.790)
H (-0.510, -1.119, 5.756)
H (-1.861, 0.023, 5.558)
H (-0.261, 0.603, 6.035)
H (-0.171, 1.661, 2.622)
H (0.606, 1.950, 4.188)
H (-1.157, 2.022, 4.028)

Here are the Mulliken charges for atoms 1 to 8, given in e: atom 1 (W): 0.1676, atom 2 (C): -1.2853, atom 3 (C): -0.9103, atom 4 (As): 1.2087, atom 5 (C): 0.6168, atom 6 (C): -0.8233, atom 7 (C): -0.8641, atom 8 (C): -0.7565



Entry 4:
C37H36BN7PdSSb2 as an isolated structure. Source: the Open Molecules 2025 dataset; level of theory: ωB97M-V/def2-TZVPD.

Energy relative to the best compared isomer or geometry (same formula, charge and spin) ... 4.7 kcal per mole
Max |F| ... 0.9 eV/A
Orbital gap ... 6.126 eV
Total charge ... +2
LUMO ... -7.03 eV
E ... -77435.1113 eV

Geometry (Å):
Pd (0.211, -0.079, -0.123)
C (-0.608, -3.430, 2.713)
C (-0.295, -3.024, 1.416)
N (0.112, -1.757, 1.412)
N (0.051, -1.321, 2.685)
C (-0.369, -2.310, 3.488)
B (0.430, 0.129, 3.034)
N (1.774, 0.514, 2.376)
C (2.943, 0.740, 2.992)
C (3.877, 1.112, 2.046)
C (3.172, 1.094, 0.846)
N (1.902, 0.740, 1.049)
N (-0.686, 1.046, 2.472)
C (-1.465, 1.909, 3.132)
C (-2.369, 2.461, 2.243)
C (-2.059, 1.864, 1.028)
N (-1.040, 1.013, 1.169)
H (-0.943, -4.397, 3.043)
H (-0.325, -3.597, 0.501)
H (-0.462, -2.152, 4.549)
H (0.505, 0.261, 4.218)
H (3.025, 0.629, 4.060)
H (4.905, 1.382, 2.209)
H (3.520, 1.364, -0.138)
H (-1.331, 2.061, 4.190)
H (-3.143, 3.177, 2.452)
H (-2.568, 1.959, 0.082)
C (1.530, -1.262, -1.062)
C (1.965, 0.282, -3.087)
C (1.613, 1.646, -2.490)
Sb (-0.497, 1.810, -2.142)
C (-1.108, 1.680, -4.163)
C (-2.475, 1.682, -4.428)
C (-2.935, 1.702, -5.735)
C (-2.028, 1.718, -6.787)
C (-0.666, 1.728, -6.530)
C (-0.205, 1.715, -5.219)
C (-0.611, 3.908, -1.873)
C (0.008, 4.654, -2.874)
C (-0.031, 6.039, -2.818)
C (-0.691, 6.675, -1.775)
C (-1.314, 5.929, -0.788)
C (-1.279, 4.541, -0.833)
Sb (-2.019, -1.277, -1.377)
C (-2.546, -1.394, -3.408)
C (-1.560, -1.513, -4.390)
C (-1.903, -1.789, -5.701)
C (-3.239, -1.976, -6.040)
C (-4.223, -1.900, -5.066)
C (-3.882, -1.609, -3.751)
C (-3.709, -0.434, -0.474)
C (-3.863, -0.747, 0.879)
C (-4.953, -0.264, 1.586)
C (-5.883, 0.546, 0.951)
C (-5.736, 0.865, -0.395)
C (-4.656, 0.372, -1.110)
H (2.142, -1.667, -0.258)
H (1.063, -2.081, -1.611)
H (1.105, -0.255, -3.487)
H (2.704, 0.346, -3.884)
H (2.016, 2.479, -3.062)
H (2.038, 1.716, -1.491)
H (-3.194, 1.679, -3.616)
H (-3.999, 1.710, -5.934)
H (-2.385, 1.735, -7.808)
H (0.041, 1.761, -7.349)
H (0.864, 1.754, -5.044)
H (0.499, 4.176, -3.713)
H (0.449, 6.619, -3.594)
H (-0.720, 7.756, -1.737)
H (-1.831, 6.425, 0.022)
H (-1.756, 3.980, -0.047)
H (-0.513, -1.399, -4.136)
H (-1.135, -1.870, -6.458)
H (-3.509, -2.200, -7.063)
H (-5.258, -2.074, -5.326)
H (-4.663, -1.575, -3.003)
H (-3.138, -1.379, 1.383)
H (-5.074, -0.516, 2.631)
H (-6.731, 0.929, 1.503)
H (-6.469, 1.491, -0.886)
H (-4.554, 0.622, -2.158)
S (5.201, -1.153, -1.797)
C (3.721, -0.859, -1.930)
N (2.490, -0.619, -2.025)

Here are the Mulliken charges for atoms 1 to 8, given in e: atom 1 (Pd): -0.2961, atom 2 (C): -1.2696, atom 3 (C): -0.4082, atom 4 (N): 0.7210, atom 5 (N): -0.1991, atom 6 (C): -0.1460, atom 7 (B): -0.0214, atom 8 (N): -0.1384



Entry 5:
C37H36CaCl3N2O6S2 as an isolated structure. Source: the Open Molecules 2025 dataset; level of theory: ωB97M-V/def2-TZVPD.

Energy relative to the best compared isomer or geometry (same formula, charge and spin) ... 14.4 kcal per mole
Max |F| ... 0.7 eV/A
Orbital gap ... 6.987 eV
Total charge ... -1
LUMO ... 2.04 eV
E ... -131900.3167 eV

Geometry (Å):
Ca (0.579, -0.981, -0.520)
O (3.841, -0.047, 1.636)
S (4.738, -0.904, 2.730)
C (3.747, 1.374, 1.864)
C (2.969, 1.752, 3.113)
C (1.525, 1.265, 3.164)
C (0.602, 1.964, 2.186)
S (-1.639, 2.542, 3.411)
O (-0.767, 1.575, 2.418)
C (-2.271, 3.667, 2.204)
C (-2.611, 3.218, 0.929)
C (-3.134, 4.115, 0.011)
C (-3.346, 5.443, 0.361)
C (-3.020, 5.879, 1.638)
C (-2.468, 4.998, 2.557)
C (3.451, -1.553, 3.761)
C (3.472, -1.346, 5.136)
C (2.447, -1.856, 5.924)
C (1.389, -2.536, 5.335)
C (1.361, -2.731, 3.959)
C (2.404, -2.261, 3.177)
H (3.265, 1.748, 0.961)
H (4.756, 1.791, 1.913)
H (2.990, 2.847, 3.178)
H (3.503, 1.384, 3.992)
H (1.135, 1.436, 4.172)
H (1.476, 0.189, 2.991)
H (0.775, 1.685, 1.150)
H (0.698, 3.053, 2.260)
H (-2.473, 2.174, 0.664)
H (-3.391, 3.758, -0.980)
H (-3.762, 6.136, -0.360)
H (-3.174, 6.915, 1.915)
H (-2.177, 5.344, 3.542)
H (4.278, -0.774, 5.579)
H (2.463, -1.696, 6.995)
H (0.578, -2.907, 5.949)
H (0.535, -3.243, 3.480)
H (2.382, -2.423, 2.107)
O (-1.225, -4.336, 1.249)
C (-0.600, -3.586, 0.507)
O (0.297, -2.740, 0.817)
C (-0.906, -3.700, -1.002)
C (-1.898, -4.618, -1.424)
C (-2.157, -4.746, -2.752)
C (-1.414, -3.985, -3.687)
C (-1.601, -4.072, -5.086)
C (-0.839, -3.322, -5.936)
C (0.151, -2.454, -5.425)
C (0.348, -2.346, -4.078)
C (-0.439, -3.103, -3.180)
N (-0.222, -2.958, -1.841)
H (-2.417, -5.176, -0.659)
H (-2.921, -5.427, -3.112)
H (-2.359, -4.746, -5.470)
H (-0.988, -3.394, -7.006)
H (0.759, -1.873, -6.108)
H (1.115, -1.698, -3.673)
C (0.714, 1.189, -3.650)
N (-0.072, 1.009, -2.438)
C (0.031, 2.227, -1.632)
C (-1.472, 0.738, -2.771)
C (-2.343, 0.475, -1.555)
C (-3.679, 0.865, -1.616)
C (-4.543, 0.576, -0.567)
C (-4.048, -0.096, 0.542)
C (-2.703, -0.458, 0.588)
C (-1.789, -0.192, -0.446)
H (0.404, 2.091, -4.203)
H (0.584, 0.332, -4.311)
H (1.771, 1.290, -3.396)
H (-0.396, 3.088, -2.175)
H (1.079, 2.427, -1.413)
H (-0.520, 2.105, -0.701)
H (-1.481, -0.142, -3.425)
H (-1.888, 1.575, -3.363)
H (-4.054, 1.391, -2.493)
H (-5.583, 0.877, -0.614)
H (-4.705, -0.327, 1.375)
H (-2.358, -0.978, 1.480)
Cl (5.787, -0.918, -0.853)
C (4.148, -0.896, -1.507)
Cl (3.246, -2.282, -0.840)
Cl (4.204, -1.080, -3.279)
C (3.452, 0.500, -1.190)
O (4.082, 1.479, -1.551)
O (2.326, 0.419, -0.637)

Here are the Mulliken charges for atoms 1 to 8, given in e: atom 1 (Ca): 1.5213, atom 2 (O): 0.1367, atom 3 (S): -0.2744, atom 4 (C): -0.3821, atom 5 (C): -1.0656, atom 6 (C): 0.9003, atom 7 (C): -0.1883, atom 8 (S): -0.3391



- E of number 5 (C37H36CaCl3N2O6S2)?
  -131900.3167 eV